The following is a quantum chemistry calculation of a molecular structure, C29H37BrN2O3STeZn in a non-equilibrium geometry, from the OMol25 dataset.

As for the spin multiplicity: 2. The LUMO energy (alpha / beta) comes out at -0.124 / -0.124 hartree. The value obtained for the total energy is -6481.706029 Eh. Its charge is +1. For the highest occupied orbital energy (alpha / beta), the calculation gives -8.50 / -9.63 eV.

XYZ file:
```
75
Properties=species:S:1:pos:R:3:forces:R:3:mulliken_spin:R:1
Zn 2.28571 0.10762 0.31675 -1.96 0.08 -1.68 -0.019
O 7.50081 -2.61817 0.96253 -1.21 0.64 0.74 0.000
C 6.49652 -1.69689 0.90523 0.04 -1.50 -0.08 0.001
C 6.46714 -0.64290 -0.01935 -0.53 0.77 0.31 0.002
C 5.22942 -0.02634 -0.21374 0.05 -1.23 1.27 -0.002
N 4.13135 -0.42224 0.50360 0.54 0.38 1.35 0.007
C 4.21661 -1.22308 1.58572 2.53 -0.47 -0.55 0.000
Br 2.79617 -1.13826 2.95694 1.11 -0.25 -1.66 -0.001
C 5.41659 -1.97206 1.75725 -1.81 1.03 -0.02 -0.002
H 8.33382 -2.28037 0.66117 0.74 0.37 -0.50 0.000
H 7.40569 -0.28399 -0.46340 -0.69 -0.26 -0.16 0.000
H 5.04319 0.81859 -0.85846 0.15 -0.18 -0.34 0.004
H 5.46525 -2.73439 2.51764 0.27 -0.02 0.06 0.000
O 2.53699 2.01649 0.54688 -0.37 0.66 0.79 -0.002
S 1.93802 3.43216 0.80765 1.16 -1.23 -1.66 0.000
C 3.31578 4.27922 1.64241 -0.78 -0.25 0.36 0.000
C 3.43260 5.58999 0.92234 -1.29 0.57 -0.95 0.000
C 3.40967 5.27625 -0.61420 -1.38 0.09 0.82 0.000
C 2.31028 4.19878 -0.85480 0.01 0.50 0.10 -0.001
H 4.16833 3.62167 1.52320 0.16 -0.15 -0.02 0.000
H 3.02064 4.36149 2.69760 0.30 0.03 -0.26 0.000
H 4.32413 6.12028 1.19089 0.42 0.35 0.26 0.000
H 2.53629 6.20884 1.21544 0.94 -0.32 -0.45 0.000
H 4.35820 4.90656 -0.93693 0.69 -0.31 -0.11 0.000
H 3.17623 6.15042 -1.21959 0.10 0.12 0.17 0.000
H 2.65714 3.41705 -1.56070 -0.36 0.11 0.81 0.001
H 1.36336 4.59615 -1.25455 0.40 0.02 0.29 0.000
C 1.61476 -0.66603 -3.22484 0.01 0.23 0.38 0.039
C 0.91916 -1.33102 -1.99009 -0.52 -1.68 -1.81 -0.033
O 0.26762 -2.39218 -2.28703 1.27 2.40 1.13 0.035
N 0.92139 -0.70618 -0.80769 0.81 0.24 0.45 0.273
Te -0.61901 -1.57067 0.52530 -0.97 -0.70 -0.14 0.491
C -2.42581 -2.90841 0.55769 -1.36 0.69 0.18 0.184
C -2.31945 -4.15795 -0.04417 -0.18 -1.09 -0.65 0.018
C -0.97695 -4.85368 -0.19412 0.36 0.37 0.05 0.018
C -3.46902 -4.89787 -0.50143 1.13 2.11 1.30 0.010
C -4.72844 -4.30818 -0.35471 1.08 -0.14 0.14 0.002
C -5.90266 -5.01986 -0.95738 0.01 -0.27 0.51 0.001
C -4.82871 -3.13058 0.42278 0.35 -0.97 -0.22 0.005
C -3.72948 -2.43835 0.93648 0.71 -0.97 -1.49 -0.061
C -4.03117 -1.25535 1.77488 1.05 0.57 1.36 0.025
C -1.66556 0.25570 0.09792 -0.01 0.82 -0.12 0.079
C -2.30838 0.63616 -1.10687 -0.29 0.29 1.26 -0.041
C -2.35973 -0.23854 -2.29924 0.95 0.20 -1.49 0.000
C -3.01130 1.87599 -1.15555 0.79 -0.29 0.62 -0.001
C -3.03154 2.74779 -0.04500 0.59 -2.38 -0.05 0.000
C -3.72045 4.02305 -0.14335 0.18 1.90 1.24 0.000
C -2.36630 2.34029 1.13957 -0.50 1.41 -1.06 0.011
C -1.61799 1.19160 1.15299 0.30 -1.04 0.88 -0.073
C -0.85549 0.95930 2.44802 0.72 0.04 -0.12 0.051
H 2.49049 -0.00396 -2.99978 -0.86 -0.30 0.08 -0.004
H 0.80331 -0.07225 -3.74325 1.02 -0.65 0.41 0.001
H 1.99662 -1.47294 -3.86940 -0.44 0.36 0.09 -0.001
H -0.36585 -4.76800 0.72224 -0.23 0.05 -0.32 0.006
H -0.36201 -4.53140 -1.04771 -0.31 0.31 0.22 0.002
H -1.15806 -5.90258 -0.35043 -0.04 -0.54 0.02 0.001
H -3.27730 -5.89263 -0.89122 -0.36 0.15 -0.22 -0.001
H -5.68479 -5.25971 -2.02402 -0.55 0.40 0.71 0.000
H -6.80663 -4.40757 -0.77547 0.24 -0.63 -0.54 0.000
H -5.97390 -5.99032 -0.41814 -0.37 0.51 -0.42 0.000
H -5.81830 -2.81461 0.71696 -0.22 0.22 -0.11 0.002
H -5.02217 -1.42342 2.21122 0.33 0.34 0.24 0.001
H -4.04381 -0.32914 1.21165 -0.17 0.18 -0.27 -0.003
H -3.23613 -1.07444 2.58029 -1.19 -0.46 -0.86 -0.004
H -1.48999 -0.90820 -2.45053 -0.50 0.30 0.46 -0.004
H -2.37157 0.42414 -3.19834 -0.27 -0.59 0.49 0.000
H -3.24481 -0.85410 -2.29380 -0.41 -0.25 -0.07 0.000
H -3.52625 2.14981 -2.09859 0.39 -0.14 0.72 0.000
H -4.43610 4.19022 0.67810 0.37 -0.05 -0.08 0.000
H -4.29315 4.07959 -1.03175 -0.39 0.27 -1.05 0.000
H -2.96020 4.85477 -0.10272 -0.89 -0.58 -0.15 0.000
H -2.39773 2.99278 2.03460 0.09 -0.38 -0.68 0.000
H -0.62812 1.90334 2.90500 -0.13 0.75 0.24 0.003
H 0.13710 0.48077 2.39249 -0.51 -0.08 -0.39 -0.034
H -1.42207 0.41199 3.18093 -0.32 -0.48 0.25 0.010
```
Positions in Å, forces in eV/Å.